Entry 1:
{
  "formula": "C3H6N",
  "method": "ωB97M-V/def2-TZVPD",
  "symbols": ["C", "C", "C", "N", "H", "H", "H", "H", "H", "H"],
  "coordinates": [[0.620925, 0.995169, -0.589704], [-0.189820, -0.656449, 0.711036], [-1.113299, -1.257169, -0.056763], [1.188553, 1.964670, -0.266958], [1.024916, -0.596689, 0.570795], [0.375228, 0.437294, -1.494540], [-0.631779, -0.626699, 1.696873], [-2.155223, -1.469241, 0.164100], [-0.749103, -1.468099, -1.075422], [1.629603, 2.677212, 0.340582]],
  "forces_ev_per_angstrom": [[1.138, 1.895, -1.205], [0.722, -1.080, 1.172], [2.051, 0.522, -2.354], [-0.548, -0.792, 0.746], [-3.229, -0.604, 0.333], [-0.169, -0.056, 0.560], [1.076, 1.080, 0.787], [0.339, 0.051, 0.371], [-0.827, -0.273, 0.109], [-0.552, -0.744, -0.518]],
  "mulliken_charge": [0.04, -0.44, -0.42, -0.09, 0.34, 0.40, 0.31, 0.25, 0.26, 0.36],
  "energy_ha": -172.2421,
  "charge": 1,
  "lumo_ev": -5.88,
  "relative_energy_kcal_mol": 73.1,
  "homo_ev": -15.38
}


Entry 2:
{
  "formula": "CH10N2O4",
  "method": "ωB97M-V/def2-TZVPD",
  "symbols": ["C", "O", "N", "N", "H", "H", "H", "H", "O", "H", "H", "O", "H", "H", "O", "H", "H"],
  "coordinates": [[-3.716554, -5.131361, 2.434590], [-4.881815, -5.011140, 2.054507], [-3.326371, -4.720527, 3.663147], [-2.777707, -5.602511, 1.575536], [-2.341693, -4.627102, 3.929020], [-4.018668, -4.308784, 4.276799], [-2.152352, -6.140179, 2.129855], [-3.186658, -6.252531, 0.892380], [-5.556670, -9.799368, -0.017635], [-6.051386, -8.990273, 0.031483], [-6.139999, -10.505000, 0.147551], [-4.749408, -8.034152, 2.644697], [-4.447782, -7.998299, 1.754278], [-5.112078, -7.202706, 2.782268], [-3.301978, -8.464129, 0.088644], [-2.991523, -9.260598, 0.659291], [-4.104683, -8.934034, -0.220642]],
  "forces_ev_per_angstrom": [[-2.259, 1.156, -0.863], [-0.019, -0.195, 0.607], [1.077, 0.151, 0.938], [0.573, -1.064, -0.244], [-0.853, -0.123, -0.306], [0.207, -0.152, -0.421], [1.257, -0.489, 0.091], [0.124, 0.650, 0.169], [1.147, 0.698, -0.560], [-0.658, 0.443, 0.199], [-1.121, -1.283, 0.332], [0.555, -2.434, 0.789], [0.617, -0.131, -1.285], [-1.227, 2.585, 0.546], [0.408, -2.514, 1.505], [-0.182, 2.220, -1.167], [0.355, 0.482, -0.328]],
  "mulliken_charge": [0.56, -0.65, -0.37, -0.54, 0.19, 0.24, 0.27, 0.27, -0.65, 0.32, 0.29, -0.61, 0.32, 0.32, -0.71, 0.33, 0.40],
  "energy_ha": -454.5974,
  "smiles": "NC(N)=O.O.O.O",
  "lumo_ev": 0.50,
  "relative_energy_kcal_mol": 19.8,
  "homo_ev": -9.86
}


Entry 3:
{
  "formula": "C2HClFN3",
  "method": "ωB97M-V/def2-TZVPD",
  "symbols": ["C", "C", "N", "N", "N", "F", "Cl", "H"],
  "coordinates": [[3.282871, -0.241004, -0.444924], [-0.184788, -0.700864, 0.353396], [2.290710, -0.027683, -0.976541], [-0.881217, -1.605074, -0.461105], [0.316449, -1.809181, -0.303141], [-0.270036, -0.727207, 1.764829], [4.640228, -0.470439, 0.384282], [0.003929, 0.347288, -0.073704]],
  "forces_ev_per_angstrom": [[-0.408, 0.234, -0.069], [0.247, 3.807, 1.050], [-0.109, 0.128, -0.432], [-1.438, -0.643, 0.105], [1.292, -1.338, -0.297], [-0.157, -0.281, -1.985], [0.774, -0.214, 0.374], [-0.201, -1.695, 1.254]],
  "mulliken_charge": [0.43, 0.40, -0.35, -0.35, -0.11, -0.28, -0.08, 0.34],
  "energy_ha": -801.0180,
  "smiles": "FC1N=N1.N#CCl",
  "lumo_ev": 0.37,
  "relative_energy_kcal_mol": 44.6,
  "homo_ev": -10.66
}


Entry 4:
{
  "formula": "C34H63ClI2O10",
  "method": "ωB97M-V/def2-TZVPD",
  "symbols": ["C", "C", "I", "C", "I", "C", "Cl", "C", "O", "C", "O", "O", "H", "H", "H", "H", "H", "H", "H", "C", "C", "C", "O", "C", "H", "H", "H", "H", "H", "H", "H", "H", "C", "C", "C", "O", "C", "H", "H", "H", "H", "H", "H", "H", "H", "C", "C", "C", "O", "C", "H", "H", "H", "H", "H", "H", "H", "H", "C", "C", "C", "O", "C", "H", "H", "H", "H", "H", "H", "H", "H", "C", "C", "C", "O", "C", "H", "H", "H", "H", "H", "H", "H", "H", "C", "C", "C", "O", "C", "H", "H", "H", "H", "H", "H", "H", "H", "C", "C", "C", "O", "C", "H", "H", "H", "H", "H", "H", "H", "H"],
  "coordinates": [[-0.931310, -1.396534, -1.842802], [-0.011051, -1.658236, -0.661223], [1.397606, -0.054198, -0.404460], [0.673181, -3.038332, -0.625923], [-0.719987, -4.391715, 0.309784], [1.192259, -3.587580, -1.948214], [-0.052555, -4.297662, -3.024820], [2.140519, -2.640435, -2.691643], [3.092006, -3.541948, -3.301854], [2.788687, -4.781967, -2.876637], [3.015004, -5.798542, -3.422581], [2.115306, -4.643832, -1.672126], [-0.422639, -1.484967, -2.796520], [-1.776186, -2.081975, -1.793683], [-1.327849, -0.386025, -1.775687], [-0.636274, -1.602336, 0.222947], [1.516096, -3.007567, 0.056343], [2.718975, -2.099370, -1.950527], [1.697727, -1.974298, -3.417106], [-4.520315, -8.628766, -1.197005], [-3.098887, -9.174464, -1.070773], [-2.398215, -8.031361, -0.350399], [-3.383561, -7.406169, 0.476116], [-4.682889, -7.882272, 0.121305], [-5.276197, -9.399271, -1.340560], [-4.580282, -7.931230, -2.035111], [-3.095651, -10.072732, -0.449361], [-2.634476, -9.419043, -2.024421], [-2.018294, -7.288346, -1.059861], [-1.569089, -8.366823, 0.273514], [-5.039513, -8.550320, 0.913115], [-5.365846, -7.035154, 0.050848], [0.317230, -3.125718, 5.965049], [0.169649, -4.532062, 5.391242], [-0.983332, -4.347186, 4.414123], [-0.901354, -2.998748, 3.941557], [0.025301, -2.264726, 4.743837], [1.296679, -2.926370, 6.397312], [-0.437231, -2.954794, 6.736169], [1.077224, -4.814914, 4.853249], [-0.032349, -5.294614, 6.141760], [-1.951408, -4.479774, 4.908784], [-0.930395, -5.029679, 3.565313], [0.933247, -2.088162, 4.155877], [-0.412612, -1.299177, 4.999271], [0.708632, 5.124546, 0.671504], [-0.118319, 5.446606, 1.914441], [-1.043460, 4.239060, 1.986080], [-0.313695, 3.137160, 1.441322], [0.862273, 3.613419, 0.788137], [1.664897, 5.643945, 0.631082], [0.144068, 5.377571, -0.228626], [0.527095, 5.482542, 2.795264], [-0.660601, 6.389064, 1.850637], [-1.944131, 4.396272, 1.383432], [-1.347007, 3.997413, 3.006500], [1.732714, 3.350528, 1.401283], [0.960055, 3.120359, -0.179147], [-5.326765, 5.094567, 3.298466], [-5.517997, 6.590388, 3.059835], [-4.437998, 6.876982, 2.026144], [-4.287076, 5.680721, 1.256029], [-4.974836, 4.602943, 1.902044], [-6.204388, 4.598717, 3.709191], [-4.489853, 4.927194, 3.980160], [-6.506513, 6.779291, 2.635982], [-5.411641, 7.196403, 3.957958], [-3.480119, 7.105843, 2.506630], [-4.694550, 7.699460, 1.357910], [-5.875636, 4.368446, 1.324799], [-4.330151, 3.722876, 1.909377], [5.947202, -0.162887, -4.038069], [5.136187, 0.543548, -5.122093], [3.729564, 0.037376, -4.832539], [3.665112, -0.186910, -3.422664], [4.982776, -0.131672, -2.860419], [6.897121, 0.320368, -3.814076], [6.149622, -1.194200, -4.335695], [5.184809, 1.625530, -4.981223], [5.464159, 0.316959, -6.135310], [3.535835, -0.910802, -5.347828], [2.953906, 0.750491, -5.115495], [5.080074, 0.793390, -2.287448], [5.118483, -0.972789, -2.178023], [8.376015, 1.266292, 1.149992], [7.217790, 0.971546, 2.100278], [6.026941, 1.485701, 1.302818], [6.355393, 1.301617, -0.077023], [7.741999, 0.978628, -0.204314], [9.262607, 0.662605, 1.336342], [8.659180, 2.318785, 1.218577], [7.129116, -0.105312, 2.258832], [7.312332, 1.451671, 3.072740], [5.860017, 2.553625, 1.480270], [5.103904, 0.948928, 1.525352], [7.831860, -0.081424, -0.467375], [8.173426, 1.572485, -1.011093], [-4.054180, 4.288295, -1.828908], [-4.341082, 5.365626, -2.870862], [-5.082742, 4.571725, -3.939238], [-5.782315, 3.531476, -3.254318], [-5.318057, 3.444739, -1.904763], [-3.868269, 4.681449, -0.831856], [-3.187078, 3.695817, -2.132622], [-4.994777, 6.130776, -2.445652], [-3.447718, 5.856521, -3.254120], [-4.384689, 4.115136, -4.649736], [-5.799593, 5.173818, -4.498897], [-6.097111, 3.840868, -1.242867], [-5.149766, 2.397289, -1.651327]],
  "forces_ev_per_angstrom": [[0.088, 0.280, 0.130], [-0.417, -0.374, -0.080], [0.067, 0.048, 0.023], [-0.509, 0.202, -0.031], [0.113, -0.125, -0.006], [0.851, -0.198, 0.453], [-0.122, 0.367, -0.165], [0.634, -0.266, 0.533], [-0.705, -0.011, -0.805], [-0.027, 0.471, 0.446], [0.570, -0.411, 0.053], [-0.697, -0.360, -0.289], [-0.042, -0.073, -0.140], [0.030, -0.172, -0.157], [-0.016, 0.051, 0.048], [0.268, 0.195, 0.240], [0.078, -0.089, 0.003], [-0.227, 0.411, -0.019], [0.021, -0.029, -0.168], [0.032, 0.054, -0.055], [-0.084, -0.042, 0.090], [0.064, 0.094, -0.099], [0.003, -0.015, 0.001], [0.021, -0.073, 0.047], [0.001, -0.015, 0.015], [-0.006, 0.004, 0.002], [0.004, 0.000, 0.000], [-0.001, 0.026, -0.016], [0.046, -0.044, -0.018], [-0.005, 0.038, 0.041], [-0.041, -0.007, -0.025], [0.024, 0.030, 0.020], [-0.078, -0.010, 0.051], [0.081, 0.010, -0.052], [-0.099, 0.075, 0.028], [0.057, -0.068, 0.086], [0.051, 0.006, -0.104], [0.016, -0.007, -0.016], [0.002, 0.009, 0.000], [-0.005, -0.007, -0.005], [-0.018, 0.005, 0.011], [0.016, -0.071, 0.014], [-0.024, 0.046, -0.049], [0.024, 0.026, 0.044], [-0.026, 0.008, -0.041], [-0.091, 0.019, -0.038], [0.079, -0.020, 0.050], [-0.121, 0.005, -0.114], [0.008, 0.021, 0.007], [0.072, 0.018, 0.101], [0.011, -0.004, 0.020], [0.002, -0.005, -0.004], [-0.003, 0.002, 0.002], [-0.020, -0.006, -0.030], [-0.009, 0.073, 0.041], [0.018, -0.056, -0.001], [0.038, 0.020, -0.048], [-0.037, -0.031, 0.002], [0.092, 0.028, 0.044], [-0.079, -0.026, -0.047], [0.099, -0.002, 0.020], [-0.055, 0.018, 0.120], [-0.059, -0.015, -0.078], [-0.018, 0.005, -0.011], [0.001, -0.011, -0.004], [0.003, 0.008, -0.004], [0.019, -0.006, 0.012], [-0.019, 0.034, 0.021], [0.018, -0.018, -0.041], [-0.009, -0.031, 0.028], [0.030, 0.014, -0.037], [-0.020, -0.119, -0.044], [0.022, 0.080, 0.044], [0.011, -0.102, -0.008], [0.039, 0.005, -0.075], [-0.019, 0.158, -0.003], [-0.007, 0.030, 0.002], [0.002, -0.001, 0.009], [-0.014, 0.000, -0.003], [0.004, -0.025, -0.001], [0.017, 0.020, -0.045], [-0.024, -0.002, 0.040], [0.053, -0.032, 0.048], [-0.061, -0.017, 0.012], [-0.012, 0.087, 0.017], [0.014, -0.094, -0.034], [-0.008, 0.087, -0.014], [0.040, -0.001, 0.049], [-0.032, -0.091, -0.007], [-0.006, -0.022, 0.003], [0.005, 0.000, -0.010], [-0.011, 0.001, 0.006], [0.008, 0.024, -0.004], [-0.007, -0.011, 0.056], [-0.022, -0.001, -0.058], [0.050, 0.004, 0.002], [-0.039, 0.012, -0.021], [0.149, -0.085, -0.024], [-0.088, 0.026, 0.045], [0.070, -0.053, -0.006], [0.008, 0.004, 0.010], [-0.064, 0.090, 0.009], [-0.025, 0.047, -0.014], [-0.017, -0.015, -0.014], [0.002, 0.003, -0.002], [0.016, -0.018, -0.007], [0.016, 0.045, -0.013], [-0.035, -0.030, -0.001], [0.030, -0.009, 0.040], [-0.026, -0.020, -0.038]],
  "mulliken_charge": [-1.42, -0.40, 0.22, -1.11, 0.24, 1.22, -0.15, -0.26, -0.34, 0.47, -0.52, -0.36, 0.32, 0.30, 0.49, 0.65, 0.53, -0.04, 0.16, -0.52, -0.52, -0.33, -0.36, -0.43, 0.33, 0.26, 0.27, 0.34, 0.20, 0.23, 0.26, 0.26, -0.55, -0.56, -0.28, -0.35, -0.39, 0.33, 0.26, 0.26, 0.34, 0.25, 0.14, 0.24, 0.27, -0.64, -0.54, 0.16, -0.40, -0.30, 0.38, 0.26, 0.30, 0.31, -0.20, 0.23, 0.20, 0.18, -0.64, -0.57, -0.46, -0.37, -0.25, 0.37, 0.25, 0.26, 0.34, 0.20, 0.29, 0.21, 0.30, -0.60, -0.60, -0.51, -0.22, -0.12, 0.33, 0.29, 0.27, 0.34, 0.26, 0.29, 0.13, 0.24, -0.60, -0.53, -0.38, -0.32, -0.42, 0.33, 0.27, 0.27, 0.35, 0.24, 0.23, 0.27, 0.29, 0.19, -0.64, -0.45, -0.44, -0.34, -0.13, 0.20, 0.26, 0.38, 0.26, 0.29, 0.21, 0.29],
  "energy_ha": -3141.1701,
  "smiles": "C[C@H](I)[C@@H](I)[C@@]1(Cl)COC(=O)O1.C1CCOC1.C1CCOC1.C1CCOC1.C1CCOC1.C1CCOC1.C1CCOC1.C1CCOC1",
  "lumo_ev": 0.42,
  "homo_ev": -9.20
}


Repeat the first record exactly.
{
  "formula": "C3H6N",
  "method": "ωB97M-V/def2-TZVPD",
  "symbols": ["C", "C", "C", "N", "H", "H", "H", "H", "H", "H"],
  "coordinates": [[0.620925, 0.995169, -0.589704], [-0.189820, -0.656449, 0.711036], [-1.113299, -1.257169, -0.056763], [1.188553, 1.964670, -0.266958], [1.024916, -0.596689, 0.570795], [0.375228, 0.437294, -1.494540], [-0.631779, -0.626699, 1.696873], [-2.155223, -1.469241, 0.164100], [-0.749103, -1.468099, -1.075422], [1.629603, 2.677212, 0.340582]],
  "forces_ev_per_angstrom": [[1.138, 1.895, -1.205], [0.722, -1.080, 1.172], [2.051, 0.522, -2.354], [-0.548, -0.792, 0.746], [-3.229, -0.604, 0.333], [-0.169, -0.056, 0.560], [1.076, 1.080, 0.787], [0.339, 0.051, 0.371], [-0.827, -0.273, 0.109], [-0.552, -0.744, -0.518]],
  "mulliken_charge": [0.04, -0.44, -0.42, -0.09, 0.34, 0.40, 0.31, 0.25, 0.26, 0.36],
  "energy_ha": -172.2421,
  "charge": 1,
  "lumo_ev": -5.88,
  "relative_energy_kcal_mol": 73.1,
  "homo_ev": -15.38
}